This record from the Open Molecules 2025 dataset describes a structure of composition C29H31AuClN2PSeSi. The level of theory is the ωB97M-V functional and the def2-TZVPD basis.

Summary:
Charge ... +2
Multiplicity ... 1

Element x y z (Å)
Au: -0.08574 0.55893 0.21925
Cl: 2.87139 -0.71156 0.22717
C: 3.11273 -0.15768 1.85466
C: 4.39772 0.16705 2.24803
C: 4.62160 0.61174 3.54352
C: 3.56928 0.73006 4.43988
C: 2.28328 0.40690 4.04112
C: 2.03596 -0.04688 2.74024
P: 0.34992 -0.41157 2.25729
C: 0.12088 -2.14538 1.94278
C: 1.14935 -3.04768 2.22611
C: 0.93197 -4.40116 2.03398
C: -0.29385 -4.84766 1.55532
C: -1.31126 -3.94705 1.26471
C: -1.11188 -2.59051 1.45350
C: -0.74531 0.14128 3.55185
C: -1.17160 1.46314 3.62395
C: -1.96488 1.87402 4.68121
C: -2.33608 0.96164 5.66237
C: -1.91506 -0.35948 5.59009
C: -1.11641 -0.77664 4.53572
H: 5.21190 0.06431 1.54378
H: 5.62776 0.86490 3.84982
H: 3.74889 1.06941 5.45054
H: 1.46578 0.49860 4.74347
H: 2.10452 -2.70197 2.59964
H: 1.71988 -5.10737 2.25697
H: -0.45673 -5.90663 1.40522
H: -2.26056 -4.30272 0.88812
H: -1.90426 -1.88415 1.22940
H: -0.88102 2.16735 2.85888
H: -2.29286 2.90310 4.74393
H: -2.95380 1.28470 6.48982
H: -2.20336 -1.06647 6.35597
H: -0.78849 -1.80733 4.47963
C: 1.87819 3.13347 1.48328
Si: 0.52814 2.97285 0.24180
C: -1.02467 3.87915 0.63629
C: 1.02595 2.96207 -1.53596
H: 2.06527 4.19908 1.65512
H: 2.80928 2.68210 1.13824
H: 1.60740 2.69302 2.44424
H: -0.73131 4.92841 0.76921
H: -1.50991 3.55463 1.55288
H: -1.75301 3.82626 -0.17221
H: 1.31629 4.00934 -1.70793
H: 0.22077 2.73203 -2.23376
H: 1.89263 2.33679 -1.74697
C: -5.45905 0.27844 2.29699
N: -5.69178 0.15029 0.86901
C: -4.77797 0.26016 -0.10697
Se: -2.96105 0.58384 0.11115
N: -5.40011 0.06802 -1.28156
C: -6.75506 -0.18292 -1.07446
C: -7.80104 -0.44513 -1.94361
C: -9.04196 -0.65786 -1.36904
C: -9.22811 -0.60925 0.01683
C: -8.17960 -0.34432 0.88081
C: -6.93937 -0.13251 0.30060
H: -4.40362 0.48028 2.45729
H: -5.73851 -0.64818 2.79672
H: -6.05556 1.09927 2.69250
H: -4.91474 0.09753 -2.16261
H: -7.65832 -0.48233 -3.01480
H: -9.89063 -0.86772 -2.00487
H: -10.21632 -0.78285 0.41914
H: -8.32632 -0.30559 1.95140

What are the Löwdin partial charges on each atom? They are as follows, in elementary charge units: Au 0.6193; Cl 0.7190; C -0.6674; C -0.0809; C -0.0263; C -0.0373; C -0.0612; C -0.3976; P 0.9418; C -0.3895; C -0.0742; C -0.0392; C -0.0320; C -0.0449; C -0.0943; C -0.3756; C -0.0979; C -0.0461; C -0.0395; C -0.0417; C -0.0605; H 0.1205; H 0.1262; H 0.1228; H 0.1123; H 0.1091; H 0.1217; H 0.1220; H 0.1186; H 0.0437; H 0.0571; H 0.1191; H 0.1206; H 0.1207; H 0.1189; C -0.1758; Si 0.5073; C -0.1902; C -0.1807; H 0.0620; H 0.0447; H 0.0259; H 0.0629; H 0.0168; H 0.0398; H 0.0689; H 0.0481; H 0.0426; C -0.0097; N -0.0637; C -0.7062; Se 0.5969; N 0.1288; C -0.1671; C 0.0080; C -0.0551; C -0.0542; C 0.0078; C -0.1517; H 0.0370; H 0.1071; H 0.1083; H 0.1598; H 0.1223; H 0.1168; H 0.1162; H 0.1190



This record from the Open Molecules 2025 dataset describes the molecule C5H9N in a non-equilibrium geometry. The level of theory is the ωB97M-V functional and the def2-TZVPD basis.

Summary:
Structure (SMILES) ... C=CC/C=C/N
Charge ... 0
Multiplicity ... 1

Element x y z (Å)
C: -0.11038 -0.00188 -0.66395
C: -0.92776 0.40077 -1.62817
N: -0.55632 0.50392 -2.97228
C: -0.51136 -0.01887 0.81520
C: 0.36513 -0.90271 1.65877
C: 1.35677 -0.47264 2.41883
H: 0.96656 0.12816 -0.79499
H: -1.95270 0.64313 -1.37150
H: -0.74987 1.37366 -3.44934
H: 0.43326 0.31817 -3.08123
H: -0.41344 1.00203 1.17810
H: -1.50189 -0.46099 0.82118
H: 0.11053 -1.95267 1.62383
H: 1.83694 -1.12541 3.13441
H: 1.65452 0.56530 2.31114

What are the Löwdin partial charges on each atom? They are as follows, in elementary charge units: C -0.1319; C -0.2380; N 0.0256; C -0.2201; C -0.2108; C -0.0095; H 0.1054; H 0.1127; H 0.0759; H 0.0755; H 0.1077; H 0.1046; H 0.0948; H 0.0498; H 0.0583



This record from the Open Molecules 2025 dataset describes a structure of composition C20H44O18Tl in a non-equilibrium geometry. The level of theory is the ωB97M-V functional and the def2-TZVPD basis.

Summary:
Charge ... +1
Multiplicity ... 1

Element x y z (Å)
Tl: -38.97051 27.87590 -0.08018
C: -36.67614 30.31797 -4.07795
C: -37.51497 29.59512 -3.12529
C: -38.46010 28.53574 -3.72286
O: -39.12232 27.87807 -2.93760
C: -38.52463 28.37509 -5.15533
C: -37.80190 29.19121 -6.02754
C: -36.80624 30.17318 -5.46635
O: -35.98604 30.74422 -6.17106
O: -38.07987 29.17337 -7.22510
O: -37.55743 29.69098 -1.91299
H: -35.91221 30.96098 -3.65258
H: -39.19924 27.63017 -5.56198
C: -40.21474 30.02207 -9.41553
C: -40.87782 30.39424 -8.09308
O: -41.95737 29.53687 -7.76644
O: -41.03845 30.50291 -10.49292
H: -40.00617 28.95898 -9.51978
H: -39.29458 30.61370 -9.48549
H: -41.22260 31.42977 -8.04196
H: -40.07362 30.37316 -7.34508
H: -42.80329 29.91458 -8.02216
H: -41.28373 29.74793 -11.03519
C: -43.00194 28.80779 -4.51656
C: -42.37517 27.44327 -4.80326
O: -41.63670 26.88974 -3.73859
O: -42.17516 29.87052 -4.96337
H: -43.21561 28.91530 -3.44837
H: -44.01806 28.88339 -4.93204
H: -41.85820 27.47176 -5.77089
H: -43.20895 26.75701 -5.00069
H: -40.86621 27.46312 -3.60346
H: -42.08409 29.75951 -5.93047
C: -34.06914 31.65679 -1.52346
C: -35.20334 32.52399 -0.93899
O: -36.17160 32.77543 -1.94397
O: -34.44256 30.28664 -1.60278
H: -33.19451 31.76814 -0.88845
H: -33.86560 32.03586 -2.52701
H: -34.79817 33.46070 -0.55581
H: -35.61766 31.97101 -0.09177
H: -37.02948 32.44024 -1.67315
H: -35.36375 30.26679 -1.87648
C: -35.02846 27.07569 -6.69086
C: -34.03972 27.34796 -5.55850
O: -32.75599 27.59241 -6.08483
O: -35.00792 28.10382 -7.66395
H: -36.05082 26.95373 -6.30261
H: -34.71384 26.11756 -7.12034
H: -33.95014 26.45382 -4.92731
H: -34.34072 28.14657 -4.87465
H: -32.63947 27.24479 -6.97064
H: -35.71291 27.91882 -8.29334
C: -36.32088 30.61274 -10.48941
C: -35.34101 29.71382 -11.21401
O: -34.01570 30.12587 -10.97854
O: -36.23053 30.39576 -9.07212
H: -37.35010 30.45771 -10.83187
H: -36.15451 31.68785 -10.62856
H: -35.59253 29.65733 -12.28002
H: -35.41991 28.70971 -10.76296
H: -33.39518 29.64953 -11.53178
H: -37.12466 30.43013 -8.72197
C: -39.46689 24.98104 -5.74058
C: -39.76158 23.62025 -6.36034
O: -41.00331 23.07746 -5.88978
O: -39.06364 24.82931 -4.38723
H: -40.38841 25.57932 -5.69018
H: -38.71162 25.51939 -6.31640
H: -39.08254 22.85217 -5.99868
H: -39.77748 23.59524 -7.45167
H: -41.79296 23.54618 -6.17466
H: -39.84662 24.54553 -3.89974
C: -30.98084 30.58819 -5.24239
C: -32.21112 31.02785 -4.48891
O: -33.37667 30.84934 -5.28586
O: -30.97856 31.08496 -6.56908
H: -30.77002 29.51724 -5.23448
H: -30.12569 31.03349 -4.71294
H: -32.13787 32.05663 -4.11255
H: -32.35159 30.49239 -3.54107
H: -34.13492 30.78793 -4.71041
H: -30.18546 30.78863 -7.01889

What are the Löwdin partial charges on each atom? They are as follows, in elementary charge units: Tl 1.1064; C 0.2474; C -0.2814; C -0.2841; O -0.0666; C 0.2319; C -0.3071; C -0.2841; O 0.2305; O 0.1512; O -0.0260; H 0.1216; H 0.1321; C -0.2194; C -0.2259; O -0.0683; O -0.0578; H 0.1290; H 0.1007; H 0.1376; H 0.0964; H 0.1131; H 0.0856; C -0.2360; C -0.2570; O -0.0676; O -0.0863; H 0.1220; H 0.1201; H 0.1048; H 0.1239; H 0.0348; H 0.0317; C -0.2222; C -0.2173; O -0.0563; O -0.0610; H 0.1295; H 0.0998; H 0.1230; H 0.1249; H 0.0798; H 0.0181; C -0.2402; C -0.2383; O -0.0433; O -0.0461; H 0.1013; H 0.1237; H 0.1182; H 0.1008; H 0.0923; H 0.0763; C -0.2175; C -0.2522; O -0.0456; O -0.0824; H 0.1073; H 0.1261; H 0.1204; H 0.1138; H 0.0861; H 0.0291; C -0.2487; C -0.2136; O -0.0738; O -0.0697; H 0.0973; H 0.1095; H 0.1258; H 0.1188; H 0.0841; H 0.0903; C -0.2473; C -0.2373; O -0.0497; O -0.0449; H 0.1117; H 0.1166; H 0.1136; H 0.1104; H 0.0191; H 0.0863



Taking the records one at a time from the top gives energy above the lowest of the compared OMol25 structures with the same formula, charge and spin values of 36.9, 36.7, 2.8 kcal/mol.
Taking the records one at a time from the top gives E values of -132271.37918, -6819.40363, -62986.06231 eV.